Below is an isolated molecule of C3H4BrNS in a non-equilibrium geometry, with properties calculated with ωB97M-V/def2-TZVPD.

Calculated values
relative energy (zero: lowest compared OMol25 entry of this formula, charge and spin) = 64.0 kcal/mol
LUMO energy = -0.04 eV
Kohn-Sham gap = 8.9 eV

The geometry in ORCA input format:
```
! wB97M-V def2-TZVPD RIJCOSX def2/J DEFGRID3
* xyz 0 1
N 0.92 0.63 1.06
H 0.65 -1.82 -0.80
H -1.43 0.80 1.74
C 1.22 -0.11 0.15
H 0.25 -0.28 -1.83
S -1.35 -0.88 0.02
H 2.15 -0.45 -0.15
C 0.32 -0.82 -0.74
Br -1.51 2.26 -0.19
C -1.23 0.66 0.73
*
```

---

Below is a cluster of 2 separate species, C3H4BrO6S in total in a non-equilibrium geometry, with properties calculated with ωB97M-V/def2-TZVPD.

Calculated values
LUMO energy = 2.83 eV
Kohn-Sham gap = 8.4 eV

The geometry in ORCA input format:
```
! wB97M-V def2-TZVPD RIJCOSX def2/J DEFGRID3
* xyz -1 1
H 0.53 -1.33 -0.29
O -2.78 -0.75 2.32
C 0.47 -1.66 1.84
O -0.61 -1.36 2.71
O 1.01 1.15 -1.86
O 1.36 3.76 -2.44
S 0.67 2.26 -2.88
O 1.14 1.93 -4.32
C -1.64 -0.94 1.92
H 0.60 0.16 0.69
Br -1.56 2.50 -2.89
H 1.42 -1.40 2.30
C 0.17 -0.85 0.63
O -1.24 -0.75 0.63
H 0.46 -2.74 1.64
*
```

---

Below is the ion C3H4BrOS with charge -1 in a non-equilibrium geometry, with properties calculated with ωB97M-V/def2-TZVPD.

Calculated values
relative energy (zero: lowest compared OMol25 entry of this formula, charge and spin) = 0.0 kcal/mol
LUMO energy = 3.40 eV
Kohn-Sham gap = 7.1 eV

The geometry in ORCA input format:
```
! wB97M-V def2-TZVPD RIJCOSX def2/J DEFGRID3
* xyz -1 1
H 2.14 -0.26 -0.34
S -1.13 0.76 2.07
H 0.24 1.39 -0.53
H 1.04 -0.27 1.18
H 0.78 -1.53 -0.05
C 1.09 -0.49 0.16
O -2.40 0.02 -0.19
C -0.02 0.33 -0.47
C -1.40 0.34 0.43
Br -0.34 -0.29 -2.26
*
```

---

Below is an isolated molecule of C3H4Cl2N2S in a non-equilibrium geometry, with properties calculated with ωB97M-V/def2-TZVPD.

Calculated values
relative energy (zero: lowest compared OMol25 entry of this formula, charge and spin) = 46.4 kcal/mol
LUMO energy = 0.07 eV
Kohn-Sham gap = 8.5 eV

The geometry in ORCA input format:
```
! wB97M-V def2-TZVPD RIJCOSX def2/J DEFGRID3
* xyz 0 1
H -0.74 1.87 -0.53
Cl -0.28 -1.82 -0.09
C -0.15 0.86 -0.41
C -0.83 -0.26 -0.54
N 2.12 0.53 0.54
H 2.50 -0.09 -1.45
N 2.45 -0.53 -0.55
S 0.27 1.72 2.05
Cl -2.22 -0.43 -1.69
H 2.87 0.69 1.15
H 1.77 -1.30 -0.39
C 0.94 0.99 0.74
*
```

---

Below is an isolated molecule of C3H4Cl2O in a non-equilibrium geometry, with properties calculated with ωB97M-V/def2-TZVPD.

Calculated values
relative energy (zero: lowest compared OMol25 entry of this formula, charge and spin) = 70.5 kcal/mol
LUMO energy = 0.78 eV
Kohn-Sham gap = 10.7 eV

The geometry in ORCA input format:
```
! wB97M-V def2-TZVPD RIJCOSX def2/J DEFGRID3
* xyz 0 1
H 0.42 -0.97 -1.98
H 0.24 -0.98 1.94
C -0.80 0.10 0.06
Cl -2.23 -0.88 -0.05
C 0.41 -0.08 -1.06
C 0.33 -0.21 1.09
H 0.62 0.85 1.70
O 1.21 -0.52 0.00
H 0.94 0.81 -1.71
Cl -1.13 1.87 0.00
*
```

---

Below is an isolated molecule of C3H4Cl2OS in a non-equilibrium geometry, with properties calculated with ωB97M-V/def2-TZVPD.

Calculated values
relative energy (zero: lowest compared OMol25 entry of this formula, charge and spin) = 11.6 kcal/mol
LUMO energy = 0.56 eV
Kohn-Sham gap = 9.6 eV

The geometry in ORCA input format:
```
! wB97M-V def2-TZVPD RIJCOSX def2/J DEFGRID3
* xyz 0 1
C 1.97 -0.54 0.27
C -0.68 -0.70 -0.27
H -1.45 -0.58 -0.98
O 3.95 0.70 -0.97
C 2.99 0.84 -0.31
H 1.34 -0.05 1.00
H -0.70 -1.49 0.50
H -0.49 0.22 0.25
Cl 3.14 -1.81 0.62
S 0.95 -0.94 -1.12
Cl 2.45 2.33 0.27
*
```

---

Below is a structure of composition C3H4Cl2S in a non-equilibrium geometry, with properties calculated with ωB97M-V/def2-TZVPD.

Calculated values
relative energy (zero: lowest compared OMol25 entry of this formula, charge and spin) = 31.9 kcal/mol
LUMO energy = -0.88 eV
Kohn-Sham gap = 8.3 eV

The geometry in ORCA input format:
```
! wB97M-V def2-TZVPD RIJCOSX def2/J DEFGRID3
* xyz 0 1
Cl 2.34 1.14 -0.19
H -2.00 -0.31 -1.03
Cl 1.67 -1.59 1.42
C -1.05 -0.44 -0.38
S 0.39 -0.94 -1.36
H -0.24 1.66 -0.25
H -0.50 0.84 1.25
H -1.36 -1.18 0.38
C 1.04 0.13 -0.08
C -0.29 0.70 0.25
*
```

---

Below is a structure of composition C3H4Cl3O4P in a non-equilibrium geometry, with properties calculated with ωB97M-V/def2-TZVPD.

Calculated values
relative energy (zero: lowest compared OMol25 entry of this formula, charge and spin) = 43.6 kcal/mol
LUMO energy (alpha / beta) = 4.12 / 1.51 eV
Kohn-Sham gap (alpha / beta) = 5.2 / 3.9 eV

The geometry in ORCA input format:
```
! wB97M-V def2-TZVPD RIJCOSX def2/J DEFGRID3
* xyz -2 3
H 1.59 -0.91 -0.38
H -0.92 0.83 1.28
H 0.17 0.97 2.29
C -0.37 -0.74 -1.12
Cl -1.95 -2.37 -2.51
C 0.84 -0.35 -0.87
Cl -2.55 -1.41 0.18
P -1.57 1.27 -1.49
Cl 10.40 -1.03 6.99
H 1.05 0.73 -0.92
C -1.49 -1.40 -1.12
O -1.39 1.69 -0.03
O -2.83 0.86 -2.09
O -0.56 0.33 2.12
O -0.41 1.52 -2.35
*
```

---

Below is a structure of composition C3H4Cl4CrN in a non-equilibrium geometry, with properties calculated with ωB97M-V/def2-TZVPD.

Calculated values
relative energy (zero: lowest compared OMol25 entry of this formula, charge and spin) = 2.4 kcal/mol
LUMO energy (alpha / beta) = -8.91 / -7.71 eV
Kohn-Sham gap (alpha / beta) = 4.5 / 5.7 eV

The geometry in ORCA input format:
```
! wB97M-V def2-TZVPD RIJCOSX def2/J DEFGRID3
* xyz 1 5
Cr 8.32 11.89 16.70
Cl 11.76 15.88 13.68
Cl 10.23 13.13 16.29
Cl 13.32 15.87 16.15
N 14.40 10.47 18.08
C 14.08 10.96 17.10
H 12.78 10.98 15.52
C 13.59 11.61 15.88
H 13.16 12.54 16.25
Cl 14.45 14.80 13.72
C 12.96 15.03 14.63
H 14.44 11.91 15.27
H 12.53 14.08 14.89
*
```

---

Below is a cluster of 2 separate species, C3H4ClF in total in a non-equilibrium geometry, with properties calculated with ωB97M-V/def2-TZVPD.

Calculated values
relative energy (zero: lowest compared OMol25 entry of this formula, charge and spin) = 90.0 kcal/mol
LUMO energy = 0.44 eV
Kohn-Sham gap = 11.1 eV

The geometry in ORCA input format:
```
! wB97M-V def2-TZVPD RIJCOSX def2/J DEFGRID3
* xyz 0 1
Cl 0.48 0.30 -0.99
C -1.58 -2.21 0.51
H 2.18 1.51 0.09
H -0.51 -2.28 0.34
C 1.21 1.74 -0.34
H 0.47 2.18 0.36
H -2.39 -2.71 0.04
F 1.42 2.70 -1.23
C -1.28 -1.21 1.23
*
```

---

Please write out number 8 again, unchanged.
Below is a structure of composition C3H4Cl3O4P in a non-equilibrium geometry, with properties calculated with ωB97M-V/def2-TZVPD.

Calculated values
relative energy (zero: lowest compared OMol25 entry of this formula, charge and spin) = 43.6 kcal/mol
LUMO energy (alpha / beta) = 4.12 / 1.51 eV
Kohn-Sham gap (alpha / beta) = 5.2 / 3.9 eV

The geometry in ORCA input format:
```
! wB97M-V def2-TZVPD RIJCOSX def2/J DEFGRID3
* xyz -2 3
H 1.59 -0.91 -0.38
H -0.92 0.83 1.28
H 0.17 0.97 2.29
C -0.37 -0.74 -1.12
Cl -1.95 -2.37 -2.51
C 0.84 -0.35 -0.87
Cl -2.55 -1.41 0.18
P -1.57 1.27 -1.49
Cl 10.40 -1.03 6.99
H 1.05 0.73 -0.92
C -1.49 -1.40 -1.12
O -1.39 1.69 -0.03
O -2.83 0.86 -2.09
O -0.56 0.33 2.12
O -0.41 1.52 -2.35
*
```